{"formula": "C3H7NO2", "method": "the ωB97M-V functional and the def2-TZVPD basis", "lumo_ev": 0.86, "gap_ha": 0.39695, "smiles": "[H]/N=C/OCCO", "total_energy_ha": -323.71029, "elements": ["O", "C", "C", "O", "C", "N", "H", "H", "H", "H", "H", "H", "H"], "xyz": [[1.3586, -1.1322, -0.4519], [0.7822, -0.1080, -1.2118], [-0.6919, 0.2014, -0.9246], [-0.9391, 1.0200, 0.2537], [-0.1303, 1.0024, 1.3125], [0.4915, -0.0209, 1.7409], [1.0797, -0.9858, 0.4796], [1.3424, 0.8453, -1.1497], [0.8302, -0.4367, -2.2601], [-1.1016, 0.8379, -1.7207], [-1.2716, -0.7292, -0.8921], [-0.0308, 2.0020, 1.7406], [1.1438, 0.2004, 2.4841]], "atomic_forces_ev_per_a": [[-0.1, -0.2, -0.2], [-0.2, 0.3, -0.3], [0.1, -0.2, -0.1], [0.2, 0.1, 0.0], [0.5, -0.3, 0.1], [-0.3, 0.5, -0.3], [0.1, -0.1, -0.3], [0.0, -0.2, 0.1], [-0.1, 0.2, 0.2], [0.2, -0.3, 0.1], [0.1, 0.2, 0.3], [-0.3, -0.1, 0.2], [-0.2, 0.1, 0.2]]}